(1)
90
Properties=species:S:1:pos:R:3:forces:R:3:lowdin_charge:R:1 method="wB97M-V/def2-TZVPD" total_charge=0 relative_energy_kj_mol=326.09 largest_force_ev_per_a=1.615 e_tot_ev=-54897.221 lumo_ev="0.379 / 0.388" gap_ev="5.70 / 5.71"
Mo -0.768 -0.355 -0.361 -1.143 -1.037 -0.477 1.45
C 1.830 -6.606 1.503 0.025 0.001 -0.001 -0.04
C 2.849 -6.091 0.525 -0.001 -0.039 0.028 -0.21
C 4.049 -6.757 0.309 -0.003 0.003 -0.017 -0.04
C 4.995 -6.276 -0.584 -0.006 0.016 -0.004 -0.09
C 4.739 -5.116 -1.298 -0.014 -0.012 0.019 -0.08
C 3.539 -4.446 -1.116 0.015 -0.025 0.007 -0.03
C 2.606 -4.919 -0.197 -0.014 0.079 0.020 -0.20
N 1.372 -4.258 0.005 0.075 0.086 -0.059 0.14
C 1.149 -2.913 0.062 0.078 -0.189 0.061 -0.35
N 2.236 -2.147 0.314 -0.002 -0.004 -0.020 0.15
C 2.314 -0.776 0.049 -0.035 -0.027 0.022 -0.21
C 1.256 -0.140 -0.577 -0.102 0.054 -0.167 -0.20
C 1.267 1.236 -0.772 0.001 0.223 -0.131 -0.29
C 2.351 1.998 -0.331 -0.069 0.004 -0.072 -0.04
C 3.427 1.325 0.234 0.032 0.074 0.020 -0.04
C 3.445 -0.052 0.436 0.049 -0.091 0.025 -0.22
C 4.616 -0.738 1.089 -0.012 0.014 -0.010 -0.05
N -0.069 -2.436 -0.061 0.064 0.158 0.050 0.01
C -1.061 -3.414 -0.434 0.020 0.133 -0.077 -0.29
C -1.390 -3.391 -1.879 -0.062 0.062 -0.058 -0.14
C -2.549 -4.303 -2.354 -0.097 0.135 0.112 -0.13
C -3.395 -4.849 -1.190 0.271 -0.273 -0.083 -0.15
C -2.800 -5.038 0.073 0.024 0.046 -0.001 -0.10
C -1.734 -4.187 0.469 -0.014 -0.011 0.109 -0.27
C -1.335 -4.131 1.926 -0.006 -0.001 0.003 -0.04
H 2.195 -7.502 2.001 0.004 -0.003 0.007 0.08
H 0.886 -6.857 1.013 -0.012 -0.007 -0.009 0.09
H 1.603 -5.855 2.263 0.008 -0.007 -0.002 0.08
H 4.246 -7.668 0.862 0.003 -0.012 0.007 0.11
H 5.925 -6.809 -0.726 0.011 -0.006 -0.002 0.10
H 5.460 -4.738 -2.010 0.005 0.001 -0.005 0.10
H 3.315 -3.558 -1.693 -0.006 0.014 -0.027 0.12
H 0.508 -4.788 -0.064 -0.021 0.006 -0.022 0.13
H 3.087 -2.636 0.538 0.017 -0.005 0.007 0.12
H -0.038 1.254 -2.456 -0.004 -0.037 0.027 0.09
H 2.378 3.074 -0.440 0.003 0.004 -0.006 0.10
H 4.296 1.892 0.551 0.001 0.014 0.000 0.11
H 5.399 -0.019 1.325 0.001 0.001 -0.001 0.08
H 5.060 -1.500 0.442 0.003 -0.006 -0.009 0.08
H 4.328 -1.229 2.023 -0.004 -0.001 0.010 0.08
H -0.484 -3.482 -2.485 0.003 -0.028 0.004 0.14
H -2.303 -5.016 -3.138 -0.003 -0.013 -0.009 0.14
H -4.130 -5.592 -1.482 -0.054 0.069 -0.011 0.12
H -3.277 -5.669 0.811 -0.004 0.003 0.033 0.08
H -1.961 -4.795 2.521 0.000 0.004 -0.001 0.07
H -1.438 -3.113 2.309 -0.007 -0.004 -0.001 0.07
H -0.290 -4.417 2.083 -0.055 0.010 0.005 0.05
N -5.033 -2.726 0.652 -0.095 -0.034 0.030 0.13
C -4.213 -2.441 -0.429 0.263 0.024 0.011 -0.41
C -3.381 -1.340 -0.391 -0.250 0.214 -0.070 -0.14
N -2.365 -1.118 -1.300 1.194 0.501 0.596 -0.16
C -2.224 -2.120 -2.323 -0.022 -0.120 -0.081 -0.22
C -3.424 -3.051 -2.604 -0.003 -0.111 0.212 -0.18
N -4.269 -3.320 -1.437 -0.190 0.151 -0.212 0.06
H -4.590 -2.602 1.550 0.012 0.005 -0.013 0.09
H -5.461 -3.636 0.566 -0.005 0.002 -0.003 0.09
H -3.505 -0.620 0.407 -0.034 0.044 -0.097 0.07
H -1.810 -1.672 -3.225 -0.027 0.022 0.007 0.14
H -4.001 -2.878 -3.511 0.010 -0.009 -0.030 0.14
C -0.040 1.561 -1.410 0.110 -0.055 0.149 -0.23
C -0.649 2.899 -1.257 -0.032 -0.037 0.013 -0.26
C -0.383 3.740 -0.171 0.023 0.037 0.053 -0.07
C -0.957 5.000 -0.070 0.008 0.002 -0.028 -0.11
C -1.835 5.457 -1.045 0.051 -0.017 -0.021 -0.13
C -2.138 4.623 -2.115 0.011 0.026 0.000 -0.10
C -1.555 3.369 -2.215 -0.003 -0.016 -0.013 -0.05
H 0.292 3.401 0.606 -0.010 0.006 -0.003 0.11
H -0.712 5.631 0.776 0.001 0.000 0.003 0.10
H -2.274 6.443 -0.973 -0.006 0.007 0.001 0.10
H -2.824 4.956 -2.884 -0.009 0.005 -0.007 0.10
H -1.795 2.732 -3.059 -0.003 -0.004 -0.007 0.11
N -1.771 1.064 0.695 -0.029 0.111 0.377 0.01
C -2.396 1.846 1.290 0.078 -0.035 -0.206 -0.19
N -3.106 2.735 1.920 0.065 -0.076 0.063 -0.07
C -3.848 3.773 1.192 -0.036 -0.004 -0.043 -0.13
C -5.342 3.594 1.417 0.004 -0.024 0.008 -0.17
C -5.662 3.545 2.910 -0.007 -0.002 -0.003 -0.20
C -4.860 2.445 3.605 -0.010 -0.007 0.014 -0.18
C -3.369 2.626 3.359 0.009 0.015 -0.023 -0.13
H -3.571 3.712 0.141 -0.014 -0.005 0.036 0.11
H -3.517 4.746 1.566 -0.003 -0.010 -0.004 0.13
H -5.666 2.665 0.938 0.001 0.003 -0.003 0.12
H -5.877 4.412 0.933 0.001 0.006 0.000 0.12
H -6.729 3.384 3.064 -0.001 0.000 0.002 0.11
H -5.418 4.512 3.365 0.002 0.004 0.000 0.11
H -5.167 1.468 3.222 0.001 0.000 0.000 0.12
H -5.049 2.448 4.680 -0.003 -0.001 -0.005 0.11
H -2.787 1.792 3.748 -0.007 0.014 0.001 0.13
H -3.011 3.544 3.837 -0.010 -0.007 0.000 0.13

(2)
17
Properties=species:S:1:pos:R:3:forces:R:3:lowdin_charge:R:1 method="wB97M-V/def2-TZVPD" total_charge=-2 relative_energy_kj_mol=58.97 largest_force_ev_per_a=3.004 e_tot_ev=-13505.103 lumo_ev=6.522 gap_ev=7.92
C 2.370 0.492 -2.599 -0.075 -1.368 0.484 -0.07
C 1.269 -0.576 -3.014 -0.581 1.943 -0.100 -0.79
O 1.518 -1.789 -3.089 0.371 -0.191 0.078 -0.11
O 0.190 0.043 -3.253 0.153 -0.909 -0.095 -0.15
H 2.112 1.395 -3.138 0.351 0.202 -0.015 0.04
H 3.384 0.118 -2.743 0.170 0.123 -0.467 0.03
H 2.322 0.667 -1.518 -0.367 0.116 -0.121 0.05
C -0.988 -0.480 1.858 2.942 0.523 0.308 -0.22
C -2.441 -0.386 1.676 -1.613 0.748 -0.597 -0.17
C -0.224 0.844 2.357 -1.113 -0.501 0.140 -0.75
O -0.837 1.930 2.267 0.031 0.065 -0.136 -0.11
O 0.883 0.609 2.876 0.483 0.081 0.013 -0.12
H -0.559 -1.181 2.581 -0.840 -0.335 0.174 0.08
H -0.454 -0.795 0.959 -0.187 0.261 -0.345 0.10
H -2.837 -0.925 0.806 0.073 -0.676 0.422 0.06
H -2.715 0.638 1.374 0.339 0.051 0.505 0.06
H -2.993 -0.604 2.599 -0.139 -0.132 -0.247 0.06